ORCA calculation (ωB97M-V/def2-TZVPD) on a structure of composition C21H45O2OsP3 at a distorted geometry.

## Properties
2S+1 = 5
Net charge = +4
<S²> = 6.048
Gap between HOMO and LUMO (spin up / spin down) = 8.901 / 5.085 eV

Each line ends with the Mulliken spin population.
Atoms and positions in Å:
H -1.92152 -2.12670 2.11498  0.007
P 1.80830 -1.08740 1.94958  -0.060
H -2.57873 -1.44842 -1.13440  0.003
H -3.47724 2.79400 3.39029  0.000
H 4.00787 1.21452 0.93389  -0.001
C 3.47218 1.43376 0.00267  0.000
C 1.52219 2.82172 1.73715  0.046
H -2.56484 -3.21891 -1.09762  -0.001
C -2.02535 2.01346 -5.69654  0.405
H -1.85199 -0.68667 3.62779  0.002
H -0.37762 0.11542 4.26421  -0.002
H 2.50352 3.03628 2.18140  0.008
C 0.21128 -0.86484 -3.90489  -0.017
H 1.83190 3.86302 -0.95597  -0.001
C -2.43875 2.44830 3.40081  0.002
H 1.53095 2.48931 -2.05410  0.004
H -3.16196 0.83351 4.68927  0.000
H -1.23029 -1.77426 -5.21898  -0.024
C 1.28213 2.92082 -1.07864  0.001
H -2.88602 1.37034 1.57830  0.004
C -1.07225 -1.05773 -4.41365  0.278
C -1.33209 0.28187 3.73167  -0.009
H 3.25171 0.80868 2.60141  -0.002
H 1.42354 0.28337 -2.52069  0.011
O -1.05393 0.77509 2.38457  0.048
H 2.00911 0.47257 3.81949  -0.001
H -1.89635 2.87328 -5.02645  0.036
H 1.86287 -2.40685 4.00942  0.005
H -1.80930 3.32065 3.63152  0.000
Os 0.33569 -0.15690 0.50574  1.691
H 2.81691 -2.86628 0.59953  -0.001
H 1.24790 -3.37886 2.65511  0.000
H 0.87887 2.35130 2.49292  -0.004
H -2.95878 1.44872 -5.61970  0.052
H -1.22907 0.76732 -7.19992  0.041
H -0.30205 2.36485 -6.90628  0.024
H 0.19764 -2.16093 3.43665  -0.005
C -2.21636 1.31914 4.42103  0.001
C -0.72591 0.60313 -2.22690  0.184
O -0.76274 0.83536 -0.92545  0.282
H -1.75157 1.66814 5.34759  0.000
H -2.56258 -3.38199 1.03441  0.002
H 0.86091 -1.02716 -0.79114  -0.022
C -1.64390 -2.93951 1.43673  0.009
C -1.93862 -2.32829 -1.23109  0.003
H 0.20682 3.12221 -1.05476  0.000
H 3.61628 -1.31355 0.30092  -0.004
H 1.06313 3.77034 1.42697  0.004
P -0.64401 -2.26126 0.04977  0.116
H 1.32112 -3.27967 -0.99501  0.000
P 1.67819 1.73316 0.26183  0.084
H 3.91311 2.33063 -0.45521  -0.001
H 0.83422 -4.19153 0.45052  0.001
C 0.42219 0.07987 -2.89535  0.155
H -1.09708 -3.70721 1.99072  0.002
C -2.01749 1.83112 2.07607  -0.001
H 3.44755 -0.58022 3.68730  0.001
H -0.09876 -4.34458 -1.06230  -0.001
C 2.71229 0.00797 3.11691  0.007
H -1.51610 -2.33207 -2.23970  0.012
H 1.05515 -1.42965 -4.31075  0.002
H 3.60627 0.58648 -0.68221  0.002
C 0.46382 -3.65134 -0.42604  0.006
C -1.94268 0.66829 -2.95851  0.199
C 3.18031 -1.95069 1.07455  0.025
H -2.73057 1.34940 -2.63974  -0.009
H -1.55205 2.54022 1.38292  -0.003
H -3.12829 -0.39871 -4.41287  0.000
C 1.22226 -2.38235 3.11396  0.028
C -1.12205 1.69616 -6.63222  0.350
C -2.14371 -0.29277 -3.93999  0.028
H 3.96441 -2.21649 1.79649  0.001

Force components x, y, z for each atom (eV/Å):
-0.08 -0.25 0.01
3.02 -1.73 2.00
-0.11 -0.09 0.02
0.23 -0.13 -0.11
-0.15 0.10 -0.36
-0.07 -0.04 -0.14
-0.36 -0.14 0.43
0.35 0.12 0.02
-2.35 0.96 2.48
0.22 0.37 0.11
-0.32 0.14 -0.43
-0.19 -0.12 -0.21
1.01 0.94 0.50
0.00 -0.35 0.16
0.55 0.31 0.15
0.04 0.19 0.12
0.18 0.25 -0.01
-0.01 0.04 0.21
-0.41 -0.53 -0.23
0.30 0.02 0.07
0.02 -0.63 -0.32
0.14 -0.71 0.39
-0.18 -0.25 0.24
-0.22 -0.16 -0.03
0.87 -0.07 -1.01
0.16 -0.12 -0.08
-0.03 -0.36 -0.21
-0.08 0.14 -0.40
-0.17 -0.30 -0.03
-2.94 0.19 0.73
0.06 0.16 0.14
-0.02 0.28 0.03
0.23 0.23 -0.13
0.09 0.47 -0.25
0.23 0.16 0.12
-0.20 -0.08 -0.01
0.25 -0.14 0.04
-0.32 -0.30 0.29
0.03 0.29 1.91
-0.38 -0.29 -2.98
-0.14 0.03 -0.23
0.26 0.12 0.06
0.46 0.93 0.82
0.10 0.39 0.44
0.10 0.72 -0.46
0.19 0.16 0.00
0.00 -0.11 0.17
0.11 -0.28 0.05
-1.12 -2.57 -0.11
-0.11 -0.13 -0.02
2.41 2.28 -0.33
-0.10 -0.22 0.18
-0.11 0.10 -0.13
0.27 -1.45 -0.41
-0.03 0.19 -0.07
-0.86 0.10 -0.42
-0.33 0.01 -0.25
0.05 0.08 0.23
-0.26 0.44 -0.14
-0.02 -0.09 0.19
-0.24 0.30 0.05
0.05 0.28 0.07
0.09 0.40 -0.06
-0.98 -0.29 -0.18
-0.12 0.12 -0.19
0.00 -0.35 0.17
0.07 -0.18 0.15
0.34 -0.05 0.37
-0.58 -0.02 -0.01
2.07 -0.85 -2.60
-0.65 1.23 -0.49
-0.26 0.09 -0.08

ORCA calculation (ωB97M-V/def2-TZVPD) on a cluster of 3 separate species, C21H46N2O2 in total at a distorted geometry.

## Properties
Net charge = 0
SMILES = CC(C)CC[C@@H]1CCC(=O)O1.CCN(CC)CC.CCN(CC)CC
Gap between HOMO and LUMO = 8.879 eV

Each line ends with the Löwdin charge.
Atoms and positions in Å:
H 4.15148 -0.93280 -0.59625  0.077
C -3.62430 0.04364 4.63143  -0.086
H -4.08819 -0.47766 5.47076  0.057
H -3.12750 1.62785 -0.56098  0.124
C 2.08509 0.96715 1.28576  -0.099
C -1.21797 -0.55040 6.68000  -0.249
H 1.80319 -2.22116 -0.47126  0.111
H -0.11662 -2.67202 1.13965  0.125
H -3.70419 1.11947 4.80012  0.069
H 3.12589 0.84390 -5.21246  0.115
C 1.61142 -1.45192 0.36590  -0.181
H 4.17619 0.93082 -0.30269  0.065
H -3.26548 -0.45482 7.42827  0.054
H -1.32172 -1.63590 6.57156  0.116
H -4.22127 -0.19179 3.74531  0.069
C 0.26188 1.98131 6.06697  -0.092
O -4.07330 -1.02388 -1.63836  0.093
C -2.87850 0.64576 -0.04395  -0.053
H 1.15684 1.46902 5.70344  0.077
H 1.50144 0.50179 -3.56943  0.095
H 1.34927 1.84358 1.11935  0.073
H 2.28334 -1.78628 1.24705  0.124
H -0.23711 -0.42221 7.15025  0.101
H -0.71570 -1.57059 -1.21807  0.152
H -2.34540 1.03783 7.68802  0.068
C -2.18186 -0.40789 4.41252  -0.254
H -0.02462 -0.98329 1.88626  0.102
H 2.50926 2.36946 -7.09474  0.080
C 2.09579 0.03626 -0.05004  -0.361
H 2.31636 0.95550 -8.15099  0.064
O -2.40847 -1.66565 0.00260  -0.062
C -2.27930 -0.05217 7.65961  -0.087
H 1.40988 0.56235 -0.81053  0.104
C -1.27628 0.47936 -0.16216  -0.123
H -1.85617 2.04532 5.71770  0.098
C 3.59230 0.05297 -0.75815  -0.082
H -0.15918 0.20152 -3.97025  0.108
H -0.20058 -1.95085 -6.62055  0.054
C 0.86447 -0.02842 -4.28819  -0.254
C 1.10960 -1.52335 -4.11236  -0.081
C -3.27765 -0.74869 -0.71702  -0.338
H 3.88709 1.31936 -7.44320  0.073
C 0.10400 0.20986 -6.62354  -0.248
H -0.86766 1.82518 4.28015  0.114
H 1.11411 -1.76883 -3.04579  0.050
H 3.51322 0.29736 -1.88608  0.065
H 0.18047 1.81860 7.14457  0.065
H -2.15723 -1.50270 4.37345  0.116
C 0.08268 -1.55862 0.88810  -0.140
H -0.93013 0.75160 -1.23206  0.115
N -1.17258 0.06392 5.35674  -0.192
H 3.11944 1.39928 1.51092  0.071
H -0.42233 -1.18340 -8.18249  0.073
H 0.31856 -2.11894 -4.57190  0.060
H -0.89920 0.33904 -6.20192  0.116
H 2.06989 -1.84218 -4.52259  0.071
C 2.81070 1.33024 -7.25124  -0.093
H 1.20666 -1.43459 -7.56678  0.068
N 1.09957 0.54507 -5.61005  -0.191
C -0.98269 1.51060 5.32436  -0.273
H 2.81063 -0.55733 -6.22686  0.098
H -2.02899 -0.38676 8.67097  0.073
H -1.87828 -0.08811 3.40787  0.088
H 0.15805 0.96211 -7.41778  0.101
H 0.40342 3.05410 5.90993  0.073
C 0.18796 -1.16990 -7.27431  -0.087
H 1.67879 0.40130 2.20757  0.073
H -0.61731 0.88786 0.68580  0.099
C -1.04377 -1.14306 -0.19478  -0.264
H -3.04280 0.60081 1.09694  0.122
C 2.49542 0.47498 -6.03014  -0.272

Force components x, y, z for each atom (eV/Å):
-0.75 1.46 -0.25
-0.27 -0.09 -0.02
0.03 0.12 -0.03
-0.37 -1.59 0.80
-0.68 0.15 -0.22
0.30 0.07 0.13
-0.42 1.28 1.08
0.42 1.71 -0.32
0.03 -0.05 0.02
-0.23 -0.13 0.11
-0.02 0.17 -0.06
-0.67 -1.46 -0.63
0.00 0.13 0.00
-0.05 0.13 -0.24
0.04 0.01 0.03
0.01 -0.02 0.11
3.35 0.76 4.04
2.22 -0.33 0.09
-0.11 -0.03 0.04
0.09 0.07 -0.16
1.31 -1.23 0.32
-1.05 0.56 -1.35
-0.03 0.10 -0.11
-0.35 0.99 1.48
0.01 -0.05 -0.04
0.11 0.03 -0.14
-0.03 -0.77 -1.70
-0.05 -0.11 0.01
0.65 0.30 0.16
0.02 0.06 0.04
-0.39 0.51 -1.57
-0.15 -0.08 0.22
0.77 -1.18 1.15
0.57 -1.62 -1.48
-0.05 0.14 0.02
-0.75 0.49 0.22
0.00 0.02 -0.22
0.12 -0.02 -0.04
0.11 0.21 0.09
-0.14 -0.29 0.13
-1.14 0.17 -0.84
-0.09 -0.04 0.03
0.04 0.22 -0.23
-0.18 -0.22 0.00
0.02 0.01 -0.03
0.07 -0.70 1.78
0.04 0.00 -0.07
0.10 0.08 0.16
-0.61 -1.15 0.19
-0.42 0.45 1.97
0.00 -0.23 -0.28
-1.50 -0.67 -0.23
0.04 0.01 0.06
0.12 0.00 0.00
0.20 0.00 0.19
-0.04 0.04 0.00
-0.06 -0.02 -0.10
-0.03 0.04 0.05
-0.16 0.11 0.31
0.14 -0.09 0.08
0.13 -0.08 -0.04
0.00 0.02 -0.07
0.11 0.10 0.08
0.13 -0.01 0.09
-0.05 -0.08 0.01
-0.15 -0.19 -0.13
0.85 0.82 -1.43
-1.31 -0.20 -1.53
0.70 0.90 0.31
-0.48 0.20 -1.99
-0.09 0.12 -0.07

ORCA calculation (ωB97M-V/def2-TZVPD) on a structure of composition C21H47BiOP3S at a distorted geometry.

## Properties
Net charge = +3
Gap between HOMO and LUMO (spin up / spin down) = 5.502 / 5.503 eV

Each line ends with the Löwdin charge.
Atoms and positions in Å:
H 1.50161 3.78526 -3.75805  0.090
H -4.40154 2.37312 -0.67598  0.078
H -3.02219 2.54690 1.67699  0.087
C -1.86505 -2.38709 -5.77180  -0.078
C -0.65936 -2.43896 2.24745  -0.259
H -2.73105 -3.13484 -7.57116  0.123
Bi -0.31631 -0.22448 -1.28917  1.154
H -1.15821 1.10084 -4.73370  0.009
H -2.58574 -1.57838 -5.65223  0.113
C -1.76028 3.49178 -0.87298  -0.227
H 1.24280 0.75947 2.74376  0.048
C 3.35075 0.85489 -0.39173  -0.249
H -0.00679 2.32326 -5.35696  0.081
H 2.07413 -0.24977 -3.96030  0.033
H 2.98569 1.28840 -3.81860  0.065
P 0.67098 1.62432 -3.17942  0.674
O -0.75871 -1.01491 2.42136  -0.266
H 2.29861 3.18421 -2.26816  0.048
H 0.75911 -5.22025 -6.15884  0.123
H -1.53619 -2.89989 2.73975  0.120
H 3.00070 0.79104 2.40892  0.079
H 0.76177 -2.78436 3.86629  0.087
C 1.63222 2.86336 0.73372  -0.242
H 0.78595 3.07832 1.39905  0.042
H -2.45286 0.84987 1.81841  0.043
C 1.90608 -4.70361 -1.30785  -0.072
C -3.81283 1.48162 -0.92610  -0.229
H 2.70162 -4.69374 -2.06494  0.056
H -1.27785 2.18405 1.85507  0.042
H -0.72677 -2.59533 1.15964  0.093
H 1.84734 1.03237 -5.18214  0.072
S -0.57004 -1.20943 -3.79326  0.666
C -2.34908 -1.08687 4.32365  -0.061
C 2.02950 0.83656 -4.12079  -0.239
C 1.34223 3.27487 -2.79686  -0.227
H 0.35774 -5.40063 -2.60416  0.040
H 4.12256 1.26223 0.27387  0.075
H 2.16350 -4.37939 -0.28658  0.044
C -0.98874 -4.28665 -7.00960  0.019
P 1.70242 1.06421 0.37002  0.701
C 0.13632 -3.56357 -4.97444  -0.071
H -3.85060 1.30578 -2.00791  0.056
H -1.05535 -4.97895 -7.85760  0.140
H -2.60550 -0.47182 5.18638  0.093
H 1.49381 -2.71250 2.24233  0.056
C -1.94377 -3.26522 -6.85093  -0.019
H 0.62395 3.85117 -2.19791  0.033
H -0.86833 3.86809 -0.36045  0.040
H -4.21974 0.60870 -0.40002  0.071
H -0.10325 -5.18018 -0.80024  0.054
H 1.50748 3.45556 -0.18127  0.014
H -1.03869 0.52789 3.69419  0.102
C 0.65894 -5.12071 -1.59207  -0.077
H 2.02877 -0.66718 2.05110  0.034
P -2.08074 1.74743 -0.41094  0.704
H 2.55769 3.17122 1.22835  0.078
H -2.62816 4.08552 -0.56494  0.081
C 2.02779 0.42921 2.05359  -0.229
C -1.03409 -0.57202 3.76439  -0.275
H 3.54130 -0.22037 -0.53728  0.065
H 0.93396 -3.66741 -4.23187  0.104
H 0.54981 -4.11772 2.73389  0.093
C -0.80078 -2.51529 -4.85282  -0.627
H -2.24797 -2.11835 4.67248  0.086
H -0.88319 -1.84462 -1.94630  -0.127
H -3.16786 -1.02864 3.60261  0.084
H -1.24498 2.78891 -4.13289  0.058
C 0.02519 -4.44167 -6.05188  -0.022
H -1.62816 3.58548 -1.95813  0.032
C -2.22261 1.84295 1.40992  -0.226
C 0.61890 -3.03142 2.81106  -0.057
C -0.56616 1.99099 -4.46958  -0.251
H 3.41523 1.34672 -1.37290  0.024
H -0.19764 -0.88261 4.40913  0.121

Force components x, y, z for each atom (eV/Å):
0.00 -0.14 0.22
0.18 -0.18 0.00
0.14 -0.11 -0.23
-0.10 -0.37 -0.56
-0.42 0.24 0.62
-0.17 -0.06 -0.16
1.46 3.26 2.53
0.22 0.44 0.03
0.14 -0.26 -0.07
0.41 -0.31 -0.36
0.15 -0.11 -0.20
-0.12 -0.34 -0.53
-0.20 -0.01 0.27
0.04 0.35 -0.12
-0.29 -0.16 -0.12
0.31 0.36 -0.83
-0.02 0.17 -0.55
-0.25 0.11 -0.14
0.08 -0.23 -0.04
0.34 0.00 -0.46
-0.17 0.05 -0.24
-0.03 -0.04 -0.15
-0.48 0.12 -0.44
0.25 -0.06 -0.09
0.06 0.23 -0.10
-0.67 0.00 -0.06
0.33 -0.46 -0.37
-0.35 0.04 0.38
-0.27 -0.09 -0.12
-0.04 -0.13 0.23
0.13 -0.05 0.16
-0.59 -2.04 1.18
0.24 -0.03 0.18
0.16 -0.36 0.40
-0.19 0.00 0.39
0.13 -0.16 0.38
-0.22 -0.04 -0.14
0.00 -0.35 -0.56
-0.34 0.24 0.34
1.05 0.71 1.07
0.15 -0.30 -0.39
-0.18 0.05 0.21
0.06 0.37 0.37
-0.09 -0.10 0.04
0.04 -0.01 0.07
0.42 0.10 0.44
0.34 -0.07 -0.25
-0.18 -0.08 -0.09
0.05 0.19 -0.16
0.34 -0.01 -0.47
0.10 -0.12 0.33
0.06 -0.37 0.11
0.49 0.57 0.37
0.03 0.30 0.07
-1.10 0.99 0.83
-0.06 -0.11 -0.01
0.10 -0.14 -0.02
-0.44 -0.51 0.03
0.20 -0.12 -0.19
0.03 0.33 0.05
-0.27 0.04 -0.37
0.11 0.00 0.06
-0.07 -0.15 -0.59
-0.17 0.15 -0.04
-0.67 -1.16 -3.07
0.08 0.03 -0.01
0.22 -0.23 -0.17
0.01 0.57 0.49
-0.12 0.10 0.27
0.45 -0.46 0.06
-0.14 -0.13 -0.15
-0.48 -0.13 0.19
0.05 -0.12 0.30
-0.22 0.27 -0.02

Short version: relative energy (zero: lowest compared OMol25 entry of this formula, charge and spin) = 43.2 0.0 74.1 kcal/mol, in the order given.